a.
53
Properties=species:S:1:pos:R:3 method="wB97M-V/def2-TZVPD" lumo_energy_ev="-17.2 / -16.9" orbital_gap_ev="2.26 / 2.58" charge=+4 spin_multiplicity=1
Pt -1.328 0.720 -0.336
S -2.100 -0.242 1.878
S -0.283 2.620 1.123
S -3.486 2.359 0.045
O -0.392 0.535 -2.556
O -0.768 0.880 -4.771
N 2.124 -1.674 1.077
N 2.282 -2.033 -0.189
N 1.150 -0.876 1.146
N 0.616 -0.677 -0.052
N -2.485 0.742 -3.397
N -3.037 0.315 -2.196
C 4.368 -3.344 0.351
C 0.584 0.892 -5.207
C -0.852 0.550 2.957
C 1.324 -1.406 -0.897
C -1.120 0.706 -3.536
C -0.666 2.049 2.831
C -3.665 0.626 2.321
C -2.911 3.679 1.174
C 3.927 -4.374 1.357
C -1.450 4.021 0.955
C -4.406 1.205 1.134
C 5.216 -2.221 0.886
C 3.300 -2.942 -0.689
H -3.499 4.575 0.946
H 0.078 0.033 2.699
H -1.104 0.292 3.989
H 4.779 -1.812 1.806
H -3.458 1.350 3.107
H 1.286 0.767 -4.385
H 3.786 -2.451 -1.541
H 5.110 -3.907 -0.273
H 5.379 -1.432 0.157
H -1.288 4.430 -0.046
H -4.733 0.405 0.468
H 4.591 -4.402 2.219
H -3.147 3.393 2.198
H -1.145 4.785 1.677
H 3.906 -5.396 0.951
H -5.298 1.739 1.479
H 0.750 1.843 -5.730
H -4.307 -0.149 2.747
H -1.506 2.624 3.215
H -3.999 0.646 -2.136
H 2.896 -4.199 1.685
H 2.802 -3.845 -1.061
H -3.066 0.938 -4.210
H 0.211 2.322 3.429
H -3.039 -0.713 -2.124
H 1.178 -1.468 -1.954
H 6.199 -2.574 1.237
H 0.694 0.098 -5.953

b.
53
Properties=species:S:1:pos:R:3 method="wB97M-V/def2-TZVPD" lumo_energy_ev="-17.1 / -17.0" orbital_gap_ev="2.61 / 2.75" charge=+4 spin_multiplicity=1
Pt 1.124 -0.863 -0.538
S 2.319 1.305 -0.841
S 3.591 -1.881 -0.792
S 1.949 -0.727 1.905
O -1.398 -4.304 -1.701
O -0.719 -2.316 -0.849
N 0.458 -3.413 -2.445
N -0.605 1.567 0.627
N -1.736 2.131 0.733
N -0.733 0.426 -0.058
N -2.646 1.366 0.122
N 1.251 -2.301 -2.641
C 4.077 0.899 -1.166
C 3.350 -1.888 1.965
C -0.610 -3.301 -1.599
C -4.523 2.881 0.871
C -2.013 0.303 -0.377
C -4.083 1.680 0.029
C 2.317 1.859 0.894
C 4.363 -1.728 0.856
C -4.340 2.734 2.372
C 4.279 -0.484 -1.738
C 2.819 0.886 1.933
C -4.168 4.241 0.290
C -2.607 -4.450 -0.918
H -4.630 0.789 0.346
H 0.568 -4.249 -3.015
H -4.231 5.025 1.042
H 2.604 1.316 2.918
H -4.457 1.705 2.714
H -2.538 -5.404 -0.394
H 3.806 -0.562 -2.719
H -3.369 3.131 2.689
H -2.464 -0.510 -0.915
H -5.043 3.360 2.926
H 4.396 1.611 -1.935
H 2.895 2.789 0.938
H 0.809 -1.624 -3.272
H 3.841 -1.749 2.935
H -2.746 -3.629 -0.221
H 4.659 1.102 -0.269
H 2.136 -2.594 -3.052
H 5.349 -0.683 -1.868
H 3.891 0.711 1.889
H -5.623 2.844 0.769
H -4.831 4.540 -0.526
H 4.923 -0.797 0.898
H -4.323 1.866 -1.020
H 2.910 -2.888 1.959
H -3.439 -4.526 -1.617
H -3.169 4.244 -0.159
H 5.089 -2.546 0.945
H 1.269 2.108 1.080

Quick one: least stable of them? a

a.
83
Properties=species:S:1:pos:R:3 method="wB97M-V/def2-TZVPD" lumo_energy_ev="-7.4 / -9.1" orbital_gap_ev="4.81 / 3.08" charge=+2 s_squared=3.80 spin_multiplicity=4
Re 0.412 -0.215 3.406
Cl -1.803 0.375 11.603
P 1.855 -1.016 -2.844
P -1.854 -0.538 -2.516
O 0.654 0.452 5.407
O -1.207 -0.708 5.053
N -3.470 -0.927 -3.289
N 3.205 0.064 -3.259
N 2.319 -2.303 -4.059
N -1.918 1.212 -2.844
C 2.887 -4.378 -4.795
C -1.577 -0.958 9.276
C -1.418 0.271 9.944
C -5.013 -2.377 -4.156
C -2.053 2.027 -3.970
C -1.183 0.330 0.901
C -1.339 -1.023 7.903
C -0.971 1.418 9.267
C 3.041 -3.462 -5.883
C -1.375 0.311 2.386
C -0.461 -0.052 5.842
C -4.016 -2.219 -3.198
C 2.466 -3.644 -3.692
C -1.691 3.382 -2.174
C -0.964 1.482 3.134
C -4.192 -0.258 -4.285
C 3.631 0.594 -4.486
C 4.806 1.322 -4.283
C 0.620 -0.212 -3.953
C 1.249 -0.161 1.545
C -5.112 -1.133 -4.867
C -0.209 2.632 2.542
C -1.984 3.352 -3.574
C -1.624 2.058 -1.770
C 4.053 0.574 -2.263
C 1.271 2.374 2.140
C 1.748 0.943 2.387
C 1.583 -1.831 3.891
C -0.767 -0.914 -3.974
C 0.246 0.090 0.413
C 2.625 -2.211 -5.423
C 5.046 1.341 -2.865
C -0.684 1.329 7.902
C -0.832 0.103 7.266
H 2.492 -1.291 -5.966
H -1.463 1.338 0.593
H 5.440 1.711 -5.062
H 3.860 0.347 -1.228
H -1.919 -1.834 9.821
H 3.416 -3.663 -6.878
H 2.779 0.834 2.765
H -1.556 4.226 -1.522
H 2.248 -3.952 -2.680
H 0.803 -2.579 4.130
H -1.529 -1.929 7.331
H 5.874 1.822 -2.364
H 3.052 -5.449 -4.837
H -0.773 3.022 1.678
H 1.405 2.641 1.076
H 0.527 0.831 -3.591
H 3.058 0.467 -5.389
H -3.644 -2.902 -2.450
H -1.900 -0.339 0.413
H -2.301 -0.146 2.740
H -1.340 1.636 -0.846
H -0.203 3.428 3.305
H -2.147 4.219 -4.202
H -1.321 -0.621 -4.893
H -4.016 0.786 -4.484
H -2.186 1.602 -4.960
H 2.151 -1.630 4.819
H -0.871 2.370 9.799
H -1.574 1.766 3.999
H 1.917 3.034 2.748
H 0.296 -0.799 -0.238
H -5.784 -0.904 -5.683
H 2.249 -2.224 3.109
H -0.365 2.193 7.321
H 1.975 -0.951 1.318
H 0.563 0.950 -0.211
H -5.619 -3.260 -4.327
H 1.037 -0.219 -4.975
H -0.628 -2.020 -3.969

b.
83
Properties=species:S:1:pos:R:3 method="wB97M-V/def2-TZVPD" lumo_energy_ev="-8.1 / -8.9" orbital_gap_ev="3.98 / 3.19" charge=+2 s_squared=3.79 spin_multiplicity=4
Re 0.038 0.018 -0.091
Cl -1.819 0.926 8.264
P -1.733 -0.656 -7.959
P 1.296 -1.122 -8.313
O -1.525 -1.437 1.868
O -0.532 0.583 1.755
N -1.983 1.081 -7.780
N 2.031 -2.430 -9.401
N -3.403 -1.014 -8.442
N 2.736 -0.163 -8.317
C 4.199 1.336 -7.471
C 1.458 -1.291 0.690
C -1.892 -0.764 6.140
C -1.185 -0.366 2.401
C -1.206 1.798 -0.600
C -2.218 2.079 -8.728
C -1.386 -0.055 3.872
C 2.796 -3.683 -11.144
C -1.671 0.548 6.596
C 2.409 -2.404 -10.743
C -3.923 -2.306 -8.247
C -0.306 2.930 -1.025
C 0.431 -0.228 -9.699
C 1.048 2.467 -1.575
C 0.249 -0.086 -3.108
C -1.753 -1.055 4.776
C -4.305 -0.313 -9.254
C -5.391 -1.138 -9.534
C -5.139 -2.401 -8.896
C 2.199 -3.744 -8.950
C -1.814 1.712 -6.539
C 2.667 -4.532 -9.999
C -1.113 0.576 -2.866
C 1.100 -0.138 -1.866
C 4.433 1.225 -8.884
C -2.191 3.317 -8.098
C -1.523 0.659 -1.398
C -1.183 1.239 4.324
C -1.063 -0.592 -9.702
C -1.937 3.081 -6.713
C 3.172 0.474 -7.142
C -1.330 1.557 5.680
C 1.471 1.060 -1.136
C 3.521 0.298 -9.382
H 2.673 0.253 -6.210
H 0.748 0.438 -3.943
H 5.169 1.761 -9.461
H 1.571 -1.206 1.778
H -2.403 1.843 -9.769
H -1.938 2.089 0.165
H 0.115 -1.128 -3.461
H 1.016 2.526 -2.671
H -1.912 -2.072 4.422
H 2.903 -5.586 -9.955
H -1.865 3.834 -5.935
H 4.725 1.987 -6.787
H -1.899 0.033 -3.412
H -0.776 3.575 -1.795
H -2.351 4.274 -8.582
H 0.858 -0.501 -10.672
H -3.359 -3.021 -7.665
H -1.084 1.594 -3.289
H 1.783 -0.998 -1.836
H -1.626 0.147 -10.285
H -5.785 -3.269 -8.920
H -0.886 2.015 3.621
H -4.112 0.703 -9.558
H -1.178 2.575 6.033
H -2.443 0.122 -1.126
H 1.981 -3.990 -7.924
H -6.258 -0.872 -10.120
H 3.367 -0.054 -10.388
H 2.452 1.055 -0.644
H -1.632 1.113 -5.659
H -2.169 -1.524 6.865
H 3.136 -3.960 -12.133
H 0.578 0.856 -9.547
H 1.827 3.183 -1.261
H 1.039 -2.287 0.492
H 2.442 -1.212 0.216
H 2.393 -1.495 -11.327
H -1.239 -1.583 -10.161
H -0.177 3.595 -0.150

Quick one: least stable of them? b

a.
7
Properties=species:S:1:pos:R:3 method="wB97M-V/def2-TZVPD" lumo_energy_ev=0.9 orbital_gap_ev=11.31 spin_multiplicity=1
F -1.138 0.599 1.212
O 0.983 -0.383 -1.569
C -0.109 -0.154 0.630
C 0.165 0.150 -0.889
H -0.440 1.010 -1.288
H -0.276 -1.251 0.768
H 0.814 0.030 1.135

b.
7
Properties=species:S:1:pos:R:3 method="wB97M-V/def2-TZVPD" lumo_energy_ev=0.7 orbital_gap_ev=11.04 spin_multiplicity=1
F 1.519 -0.396 -0.244
O -1.825 -0.038 -0.232
C -0.709 -0.504 -0.043
C 0.465 0.441 -0.001
H 0.514 0.878 1.015
H 0.469 1.203 -0.824
H -0.433 -1.585 0.329

Quick one: least stable of them? b

a.
40
Properties=species:S:1:pos:R:3 method="wB97M-V/def2-TZVPD" lumo_energy_ev=0.4 orbital_gap_ev=8.32 spin_multiplicity=1
O 1.456 1.951 2.604
O -2.718 2.600 0.644
O -1.611 4.499 0.833
O -0.540 -0.608 2.396
N -1.425 -3.485 -3.385
N -1.510 -1.104 -3.693
N 1.358 0.117 -0.528
N -0.336 1.232 0.992
N 0.423 -1.997 -2.893
C -1.659 3.310 1.070
C -0.771 2.320 1.834
C 0.400 -0.902 0.092
C 0.525 -3.236 -0.816
C -0.125 -0.110 1.339
C 0.569 2.973 2.451
C 0.200 3.638 3.700
C 1.136 -3.003 -2.164
C 0.952 -2.307 0.359
C -0.827 -2.242 -3.307
H 2.270 2.146 3.053
H -1.283 -0.457 -2.979
H 1.215 3.513 4.136
H 1.730 -0.339 -1.347
H 2.229 -2.805 -2.017
H 0.630 -2.755 1.377
H -0.683 3.258 4.261
H -0.214 4.680 3.544
H -1.486 1.811 2.435
H -1.060 -4.003 -4.210
H -0.520 -0.997 -0.629
H 0.826 -1.175 -3.336
H 0.955 3.739 1.759
H 0.979 -4.222 -0.564
H 2.082 0.241 0.088
H -2.493 -1.157 -3.859
H -0.556 -3.395 -0.991
H 2.105 -2.370 0.443
H 0.071 1.339 0.060
H -3.179 3.225 0.019
H 0.885 -3.924 -2.772

b.
40
Properties=species:S:1:pos:R:3 method="wB97M-V/def2-TZVPD" lumo_energy_ev=0.7 orbital_gap_ev=9.44 spin_multiplicity=1
O -1.213 1.106 -0.895
O 0.130 0.475 1.822
O 4.419 -1.588 0.392
O 4.325 0.484 -0.388
N -3.576 -0.350 -0.701
N 1.660 0.660 0.106
N -4.393 -2.146 0.677
N 0.742 3.083 -0.532
N -2.097 -1.932 0.101
C 0.094 2.422 0.511
C 3.807 -0.531 -0.086
C -3.369 -1.420 -0.020
C 2.328 -0.731 0.185
C 0.359 -2.441 -0.228
C -0.898 -1.776 -0.833
C -2.271 3.212 -0.227
C 0.636 1.072 0.859
C 1.763 -1.901 -0.776
C -1.414 2.064 0.230
H -1.825 1.389 0.991
H 1.762 1.273 -0.686
H 0.366 -3.572 -0.230
H -0.832 -0.644 -0.871
H 0.773 4.162 -0.652
H 2.075 -0.995 1.249
H 0.360 2.686 -1.359
H 2.661 -2.554 -0.708
H -4.012 -2.543 1.555
H 0.325 -2.222 0.849
H 5.353 -1.248 0.274
H -4.528 -0.248 -0.963
H -5.222 -1.647 0.847
H -3.255 2.766 -0.056
H -2.259 3.690 -1.159
H -1.179 -2.189 -1.782
H 1.683 -1.414 -1.802
H 0.121 3.089 1.444
H -2.352 -2.909 0.407
H -1.778 0.355 -0.635
H -2.080 3.935 0.593

Quick one: least stable of them? a